# 1
Molecular formula: C30H86N4O11
Method: DFT, the ωB97M-V functional and the def2-TZVPD basis

ORCA input file:
```
! RIJCOSX wB97M-V def2-TZVPD def2/J DEFGRID3
* xyz 0 1
C -1.042 -0.875 -5.943
O -1.678 -1.511 -4.821
C -1.850 -0.647 -3.719
C -2.397 -1.529 -2.511
C -2.916 -0.663 -1.386
N -1.503 -2.476 -1.921
H -1.744 -0.152 -6.340
H -0.988 -1.656 -6.733
H -0.031 -0.528 -5.735
H -0.827 -0.263 -3.463
H -2.524 0.179 -3.961
H -3.229 -2.102 -2.936
H -3.736 -0.021 -1.650
H -2.104 -0.079 -0.942
H -3.283 -1.287 -0.557
H -1.174 -3.238 -2.515
H -0.687 -2.078 -1.477
C 0.357 3.526 -6.096
O 0.814 4.336 -5.018
C 0.153 4.199 -3.764
C 0.639 2.978 -2.996
C 0.000 2.937 -1.605
N 2.093 2.913 -2.837
H 0.860 3.973 -6.930
H -0.730 3.632 -6.205
H 0.670 2.482 -6.068
H 0.292 5.119 -3.175
H -0.928 4.142 -3.908
H 0.386 2.064 -3.520
H 0.316 3.781 -0.989
H 0.297 2.008 -1.119
H -1.081 2.922 -1.726
H 2.520 2.854 -3.750
H 2.389 3.776 -2.385
C -2.602 1.169 1.877
O -1.263 1.086 1.368
C -0.713 -0.227 1.519
C 0.519 -0.272 0.620
C 1.222 -1.663 0.863
N 1.463 0.779 0.976
H -2.587 1.038 2.988
H -3.310 0.502 1.415
H -2.909 2.179 1.663
H -0.390 -0.464 2.543
H -1.505 -0.917 1.215
H 0.218 -0.243 -0.436
H 2.061 -1.705 0.158
H 0.601 -2.519 0.544
H 1.553 -1.746 1.919
H 1.060 1.709 0.974
H 2.227 0.773 0.291
C 2.480 -1.764 -2.793
O 1.711 -1.792 -3.989
C 2.414 -2.094 -5.165
C 3.430 -0.965 -5.613
C 2.792 0.417 -5.729
N 4.194 -1.283 -6.796
H 1.772 -1.862 -1.989
H 3.110 -0.863 -2.742
H 3.130 -2.653 -2.794
H 3.032 -2.993 -5.138
H 1.658 -2.203 -5.941
H 4.194 -0.808 -4.847
H 2.155 0.691 -4.899
H 2.233 0.502 -6.691
H 3.587 1.137 -5.896
H 4.739 -2.122 -6.682
H 3.571 -1.354 -7.598
C 5.228 1.112 0.598
C 4.552 1.962 -0.413
O 3.632 1.105 -1.105
H 5.966 1.696 1.148
H 5.742 0.238 0.171
H 4.473 0.771 1.313
H 5.280 2.354 -1.134
H 4.110 2.883 -0.010
H 3.228 1.614 -1.858
C 1.282 -3.393 5.976
C 2.138 -2.147 5.742
O 2.395 -2.070 4.338
H 0.391 -3.446 5.351
H 0.969 -3.507 7.015
H 1.882 -4.249 5.671
H 3.080 -2.168 6.305
H 1.559 -1.278 6.060
H 2.603 -1.132 4.086
C -2.356 -2.152 4.071
C -2.483 -3.288 3.072
O -3.877 -3.496 2.815
H -2.675 -2.442 5.083
H -2.938 -1.273 3.748
H -1.307 -1.829 4.077
H -2.018 -4.228 3.341
H -1.991 -3.065 2.128
H -3.991 -4.322 2.311
C 3.134 2.832 4.095
C 2.184 1.655 4.273
O 2.509 0.467 3.550
H 2.763 3.733 4.632
H 3.176 2.973 3.034
H 4.121 2.554 4.476
H 1.153 1.930 4.048
H 2.068 1.346 5.304
H 2.230 0.539 2.586
C -6.098 0.861 3.379
C -5.813 -0.647 3.415
O -5.024 -0.912 2.308
H -5.159 1.423 3.329
H -6.677 1.134 4.283
H -6.717 1.131 2.534
H -6.746 -1.223 3.436
H -5.344 -0.936 4.352
H -4.676 -1.839 2.376
C -4.819 4.328 1.610
C -5.285 5.644 2.033
O -4.445 6.345 2.927
H -5.459 3.990 0.774
H -4.871 3.635 2.459
H -3.749 4.355 1.338
H -6.330 5.583 2.316
H -5.313 6.343 1.195
H -4.544 5.911 3.785
C 1.483 -5.642 1.406
C 1.605 -4.797 2.686
O 2.966 -4.543 2.925
H 1.937 -5.101 0.594
H 0.451 -5.824 1.064
H 1.915 -6.637 1.612
H 1.158 -5.424 3.465
H 1.060 -3.868 2.554
H 3.093 -3.757 3.456
*
```

energy relative to the best compared isomer or geometry (same formula, charge and spin)	123.1	kJ/mol
orbital gap	9.5	eV
structure (SMILES)	COC[C@H](C)N.COC[C@H](C)N.COC[C@H](C)N.COC[C@H](C)N.CCO.CCO.CCO.CCO.CCO.CCO.CCO
total energy	-60984.433	eV

=====

# 2
Molecular formula: C4H26N2O10
Method: DFT, the ωB97M-V functional and the def2-TZVPD basis

ORCA input file:
```
! RIJCOSX wB97M-V def2-TZVPD def2/J DEFGRID3
* xyz 0 1
N -2.419 0.336 1.036
C -1.975 -0.830 0.246
C -2.435 -1.114 -1.209
N -1.895 -0.417 -2.314
C -0.739 -0.994 -3.049
C 0.577 -0.871 -2.442
O 1.563 -1.563 -2.366
O 0.649 0.391 -1.873
H -2.411 1.352 0.630
H -3.374 0.265 1.269
H -2.191 -1.800 0.807
H -0.911 -0.845 0.293
H -2.371 -2.197 -1.383
H -3.604 -0.823 -1.240
H -1.712 0.584 -1.891
H -0.645 -0.363 -3.976
H -0.818 -1.960 -3.429
H 1.618 0.481 -1.543
O -1.004 -3.188 2.098
H -0.213 -3.304 2.599
H -1.635 -2.761 2.600
O 2.410 3.365 0.677
H 1.573 3.741 0.621
H 2.619 2.999 1.542
O -0.728 2.985 -1.282
H -0.861 2.254 -1.856
H -0.759 2.648 -0.376
O 0.584 1.313 0.895
H 1.227 0.639 0.780
H 0.720 1.984 0.107
O 2.746 1.224 2.779
H 2.595 0.245 2.839
H 1.850 1.550 3.062
O -0.864 0.053 3.538
H -0.781 0.744 4.147
H -1.057 0.315 2.640
O 2.933 1.024 -0.362
H 2.738 1.888 -0.695
H 3.703 0.579 -0.714
O 1.967 -3.550 -0.992
H 1.323 -3.663 -1.673
H 2.007 -2.717 -0.537
*
```

energy relative to the best compared isomer or geometry (same formula, charge and spin)	503.8	kJ/mol
orbital gap	9.1	eV
structure (SMILES)	NCCNCC(=O)O.O.O.O.O.O.O.O.O
total energy	-28022.932	eV

=====

# 3
Molecular formula: C2H8N2O
Method: DFT, the ωB97M-V functional and the def2-TZVPD basis

ORCA input file:
```
! RIJCOSX wB97M-V def2-TZVPD def2/J DEFGRID3
* xyz 0 1
H -2.109 -0.199 -0.129
N -1.324 -0.542 0.420
C -0.656 -1.471 -0.148
N -0.427 -1.659 -1.470
H -0.067 -2.100 0.511
H -0.972 -1.138 -2.134
H 0.360 -2.176 -1.811
C 1.380 1.962 1.184
O 0.795 1.446 0.011
H 0.741 1.892 2.067
H 2.297 1.422 1.454
H 1.634 2.988 0.945
H 0.318 0.623 0.199
*
```

energy relative to the best compared isomer or geometry (same formula, charge and spin)	176.8	kJ/mol
orbital gap	10.3	eV
structure (SMILES)	[H]/N=C\N.CO
total energy	-7230.496	eV

=====

# 4
Molecular formula: C5H8N2
Method: DFT, the ωB97M-V functional and the def2-TZVPD basis

ORCA input file:
```
! RIJCOSX wB97M-V def2-TZVPD def2/J DEFGRID3
* xyz 0 1
C -1.304 0.930 1.716
N -0.416 0.101 0.910
C -0.830 -1.213 0.410
C 0.356 -1.604 -0.180
C 1.239 -0.478 -0.231
C 1.676 0.060 -1.391
N 0.737 0.535 0.620
H -2.293 0.918 1.259
H -0.903 1.943 1.781
H -1.376 0.485 2.711
H -0.872 -0.092 -1.357
H 0.494 -2.468 -0.821
H -0.317 0.368 -1.693
H 1.782 -0.569 -2.265
H 2.025 1.082 -1.468
*
```

energy relative to the best compared isomer or geometry (same formula, charge and spin)	597.2	kJ/mol
orbital gap (alpha / beta)	7.4 / 7.4	eV
total energy	-8288.807	eV

=====

# 5
Molecular formula: C3H8N2O2
Method: DFT, the ωB97M-V functional and the def2-TZVPD basis

ORCA input file:
```
! RIJCOSX wB97M-V def2-TZVPD def2/J DEFGRID3
* xyz 0 1
N 0.049 -1.887 1.514
C 0.571 -1.553 0.303
O 1.628 -1.927 -0.139
N -0.303 -0.634 -0.385
C 0.069 0.762 -0.212
C -1.048 1.678 -0.685
O -0.643 2.990 -0.378
H -0.940 -1.790 1.556
H 0.547 -2.557 2.066
H -0.273 -0.872 -1.380
H 0.294 0.884 0.851
H 0.958 1.086 -0.773
H -1.966 1.361 -0.183
H -1.185 1.512 -1.759
H -1.311 3.622 -0.650
*
```

energy relative to the best compared isomer or geometry (same formula, charge and spin)	81.5	kJ/mol
orbital gap	10.3	eV
structure (SMILES)	NC(=O)NCCO
total energy	-10316.108	eV

=====

# 6
Molecular formula: C15H24BeBr7CsF6IN4O6S
Method: DFT, the ωB97M-V functional and the def2-TZVPD basis

ORCA input file:
```
! RIJCOSX wB97M-V def2-TZVPD def2/J DEFGRID3
* xyz -1 1
C 3.025 -1.025 0.895
C 1.731 -1.342 1.756
N 0.448 -0.981 1.170
C 0.039 -1.707 -0.069
C 0.722 -3.071 -0.121
N 1.349 -3.973 -0.350
C 0.267 -0.716 -1.236
C 0.619 -1.155 -2.689
C 1.745 -2.177 -2.940
I -1.062 -1.524 -4.012
C -1.528 -2.048 0.297
C -1.435 -2.425 1.807
N -1.353 -2.684 2.898
C -2.150 -3.338 -0.329
O -2.021 -3.454 -1.720
N -1.640 -4.753 -2.209
O -2.623 -5.222 -2.638
S -2.658 -0.593 0.299
O -3.632 -0.846 1.352
O -2.031 0.678 0.607
C -3.672 -0.330 -1.250
F -4.847 0.231 -0.841
F -4.025 -1.450 -1.939
F -3.094 0.596 -2.008
H 3.876 -0.941 1.678
H 3.298 -1.860 0.206
H 2.964 -0.032 0.392
H 1.860 -0.653 2.639
H 1.787 -2.353 2.230
H 0.337 0.021 1.045
H 1.119 -0.044 -0.955
H -0.579 0.017 -1.324
H 1.025 -0.214 -3.154
H 2.123 -2.057 -4.006
H 2.624 -1.989 -2.266
H 1.407 -3.226 -2.802
H -3.257 -3.281 -0.107
H -1.827 -4.296 0.156
C 2.051 2.555 4.413
Br 0.480 2.450 3.285
Br 1.963 1.315 5.898
Br 3.654 2.331 3.353
H 2.081 3.554 4.834
O -5.708 -2.032 -4.287
H -5.031 -1.639 -3.683
H -6.273 -2.675 -3.813
H -5.284 -2.440 -5.078
C -2.545 5.400 1.593
C -1.166 5.827 2.132
O -0.237 5.089 1.495
H -2.749 4.336 1.779
H -3.337 5.978 2.091
H -2.632 5.586 0.522
H -1.246 5.727 3.221
H -1.134 6.926 2.014
Cs -1.404 5.037 4.806
Br 4.503 -0.136 3.272
F 2.114 -1.103 -5.436
Be 1.698 4.819 1.853
F -1.606 1.070 -4.742
F -3.424 -4.773 -4.356
C 7.322 2.103 0.912
Br 5.774 2.321 2.061
Br 6.810 1.760 -0.918
Br 8.539 3.603 1.052
H 7.857 1.227 1.263
*
```

orbital gap	1.6	eV
total energy	-560652.436	eV

=====

# 7
Molecular formula: C23H49N3OP4Sn
Method: DFT, the ωB97M-V functional and the def2-TZVPD basis

ORCA input file:
```
! RIJCOSX wB97M-V def2-TZVPD def2/J DEFGRID3
* xyz 4 1
Sn 0.067 -0.009 0.027
P -1.601 -0.674 1.686
P 0.685 -2.075 -1.070
P -1.684 0.369 -1.745
H 1.923 2.019 -0.599
C 0.878 1.917 -0.782
C -0.054 2.197 0.369
H 0.371 2.470 1.311
C -1.049 -0.778 3.366
C -2.483 -2.213 1.477
C -2.910 0.556 1.811
C 1.839 -1.902 -2.431
C 1.467 -3.299 -0.034
C -0.614 -3.077 -1.807
C -2.375 2.016 -1.762
C -3.131 -0.658 -1.770
C -0.990 0.231 -3.387
H 0.548 2.175 -1.761
H -1.009 2.628 0.149
H -0.516 0.120 3.692
H -0.397 -1.652 3.525
H -1.944 -0.902 4.007
H -1.799 -3.069 1.544
H -3.025 -2.273 0.528
H -3.225 -2.300 2.306
H -2.499 1.532 2.089
H -3.608 0.224 2.614
H -3.483 0.671 0.887
H 2.068 -2.919 -2.827
H 2.780 -1.438 -2.107
H 1.429 -1.298 -3.247
H 1.675 -4.185 -0.676
H 0.810 -3.617 0.785
H 2.418 -2.963 0.391
H -0.120 -3.996 -2.199
H -1.121 -2.592 -2.642
H -1.361 -3.384 -1.065
H -3.067 2.036 -2.630
H -1.623 2.797 -1.902
H -2.952 2.238 -0.855
H -3.692 -0.385 -2.692
H -3.779 -0.463 -0.910
H -2.908 -1.728 -1.807
H -1.780 0.557 -4.102
H -0.706 -0.795 -3.641
H -0.114 0.879 -3.515
C 1.601 -0.481 -7.455
C 2.668 -0.140 -8.344
C 2.945 1.194 -8.591
C 2.199 2.212 -7.985
C 1.156 1.877 -7.116
C 0.855 0.541 -6.849
O 1.272 -1.755 -7.162
H 1.875 -2.364 -7.656
H 3.236 -0.935 -8.805
H 3.761 1.448 -9.270
H 2.430 3.261 -8.190
H 0.569 2.658 -6.640
H 0.047 0.262 -6.178
C 3.742 1.550 3.906
N 3.142 0.186 3.949
C 4.169 -0.846 3.605
N 4.810 -0.554 2.281
C 5.388 0.810 2.266
N 4.299 1.789 2.543
C 3.251 1.770 1.500
P 2.324 0.136 1.357
C 1.949 0.095 3.145
C 3.906 -0.785 1.161
H 4.532 1.621 4.643
H 2.986 2.296 4.120
H 3.715 -1.833 3.594
H 4.944 -0.834 4.375
H 5.818 1.016 1.291
H 6.153 0.888 3.024
H 2.551 2.548 1.735
H 3.724 1.969 0.553
H 1.488 -0.881 3.345
H 1.273 0.950 3.363
H 4.358 -0.531 0.194
H 3.746 -1.875 1.174
*
```

orbital gap (alpha / beta)	1.8 / 1.8	eV
total energy	-74106.077	eV

=====

# 8
Molecular formula: C11H32FHfN2O5
Method: DFT, the ωB97M-V functional and the def2-TZVPD basis

ORCA input file:
```
! RIJCOSX wB97M-V def2-TZVPD def2/J DEFGRID3
* xyz 3 1
Hf 0.428 -1.689 -0.622
F 1.187 0.383 -0.338
C 2.399 3.710 -1.098
O 2.504 2.458 -1.741
H 3.403 4.043 -0.823
H 1.950 4.449 -1.761
H 1.894 3.719 -0.127
H 1.974 1.792 -1.299
C -1.856 1.894 -1.797
C -1.918 0.702 -0.852
C -3.378 0.533 -0.428
O -3.499 -0.453 0.563
C -4.887 -0.684 1.001
N -1.405 -0.501 -1.620
H -2.496 1.742 -2.671
H -0.832 2.140 -2.079
H -2.344 2.750 -1.330
H -1.352 0.812 0.072
H -4.009 0.293 -1.293
H -3.691 1.479 0.024
H -5.517 -0.851 0.129
H -5.181 0.151 1.632
H -4.718 -1.644 1.484
H -1.283 -0.123 -2.559
H -2.295 -1.004 -1.712
C -1.358 -0.058 3.362
C -0.395 -0.463 2.219
C 1.000 -0.894 2.702
O 1.720 -1.422 1.594
C 3.105 -1.684 1.956
N -1.065 -1.422 1.300
H -0.954 0.758 3.964
H -1.340 -0.912 4.047
H -2.369 0.255 3.108
H -0.191 0.489 1.721
H 0.903 -1.736 3.398
H 1.448 -0.081 3.272
H 3.191 -1.625 3.042
H 3.788 -0.966 1.511
H 3.380 -2.736 1.845
H -2.025 -1.026 1.247
H -1.336 -2.095 2.033
C 2.513 -0.875 -3.019
C 3.361 -0.956 -1.789
O 2.802 -1.892 -0.839
O 1.048 -0.982 -2.784
H 2.892 -1.524 -3.812
H 2.741 0.114 -3.431
H 3.390 0.016 -1.295
H 4.363 -1.278 -2.071
H 3.483 -2.360 -0.334
H 0.824 -0.748 -3.702
*
```

energy relative to the best compared isomer or geometry (same formula, charge and spin)	0.0	kJ/mol
orbital gap	4.8	eV
total energy	-29138.808	eV

=====

Q: The lowest total energy belongs to which entry?
A: C15H24BeBr7CsF6IN4O6S